1.
6
Properties=species:S:1:pos:R:3:forces:R:3 method="wB97M-V/def2-TZVPD" e_above_lowest_kcal_mol=11.4 homo_energy_ev=-9.11 total_charge=0 homo_lumo_gap_ev=8.561 lumo_ev=-0.55
C -0.811066 0.759296 -0.756069 -2.1 0.6 0.0
C 0.822512 -0.754160 0.785337 0.8 -0.6 0.7
S 0.336394 0.783317 -1.767377 0.5 0.6 -0.7
S 0.933674 -1.876298 -0.278832 0.0 -0.3 0.4
S -2.116660 0.769814 0.111499 0.7 0.0 -0.3
S 0.835146 0.318032 1.905442 0.0 -0.2 -0.1

2.
65
Properties=species:S:1:pos:R:3:forces:R:3 method="wB97M-V/def2-TZVPD" e_above_lowest_kcal_mol=26.7 homo_energy_ev="-7.37 / -8.96" multiplicity=5 s_squared=6.029 total_charge=0 homo_lumo_gap_ev="7.065 / 6.394" lumo_ev="-0.31 / -2.56"
Ir -0.007127 0.262218 0.408543 0.2 -0.2 -0.1
C 4.108335 2.176664 -0.629333 0.0 0.0 0.0
C 2.652745 1.895070 -0.348847 0.1 0.1 -0.1
S 2.197848 0.275596 -0.297342 -0.3 -0.1 0.2
C 1.727224 2.911055 -0.172212 0.1 0.1 -0.1
C 2.108184 4.360299 -0.248495 0.0 0.0 0.0
S 0.064122 2.603912 0.111466 -0.1 -0.1 0.1
H 4.672954 1.249120 -0.689962 0.0 0.0 0.0
H 4.543500 2.784244 0.165524 0.0 0.0 0.0
H 4.234541 2.714310 -1.570589 0.0 0.0 0.0
H 3.163549 4.502531 -0.463902 0.0 0.0 0.0
H 1.872966 4.858005 0.693786 0.0 0.0 0.0
H 1.523752 4.856651 -1.025460 0.0 0.0 0.0
C -3.550111 -1.121178 0.962745 0.0 0.0 0.0
Te -2.335057 0.516157 1.595805 0.2 0.0 -0.1
C -2.058095 -0.696807 3.330858 -0.1 0.0 0.0
C -3.338763 -1.487779 3.421983 0.0 0.0 0.0
C -3.795199 -2.009286 4.627113 0.0 0.0 0.0
C -4.993015 -2.705877 4.677125 0.0 0.0 0.0
C -5.742302 -2.882865 3.521702 0.0 0.0 0.0
C -5.286240 -2.375947 2.314686 0.0 -0.1 0.0
C -4.081789 -1.684695 2.256860 0.0 0.0 0.0
H -2.907702 -1.816913 0.421847 0.0 0.0 0.0
H -4.338231 -0.768917 0.301710 0.0 0.0 0.0
H -1.885511 -0.067864 4.200883 0.0 0.0 0.0
H -1.180475 -1.315999 3.150098 0.0 0.0 0.0
H -3.215222 -1.861823 5.530139 0.0 0.0 0.0
H -5.344264 -3.106337 5.618737 0.0 0.0 0.0
H -6.682062 -3.417252 3.560076 0.0 0.0 0.0
H -5.865044 -2.523500 1.411350 0.0 0.0 0.0
F -0.482687 -7.485494 -0.516822 0.0 0.1 0.0
C 0.593937 -7.525130 0.287521 0.1 -0.1 0.0
C 1.120910 -6.357469 0.805692 0.0 0.1 0.0
C 2.232169 -6.478491 1.614163 0.1 0.0 0.1
F 2.794447 -5.389101 2.154273 0.0 0.0 0.0
C 2.806188 -7.702104 1.907325 0.0 0.0 0.0
F 3.879482 -7.791493 2.694017 0.0 0.0 0.0
C 2.251212 -8.851313 1.373024 0.0 -0.1 0.0
F 2.791040 -10.038322 1.643956 0.0 0.1 0.0
C 1.137540 -8.768875 0.556220 0.0 0.0 0.0
F 0.611271 -9.882154 0.041935 0.0 0.0 0.0
Ge 0.271800 -4.589731 0.387564 -0.1 -0.8 0.0
S 0.084761 -1.910408 0.656113 0.1 0.9 0.0
C 0.629307 -4.564176 -1.563878 0.0 0.2 0.0
C 1.993702 -4.516343 -1.825136 0.1 0.0 0.0
F 2.868078 -4.517234 -0.803502 0.0 0.0 0.0
C 2.527981 -4.456830 -3.097083 0.0 0.0 0.0
F 3.846420 -4.415016 -3.289415 0.0 0.0 0.0
C 1.670140 -4.431065 -4.180490 0.0 0.0 -0.1
F 2.155530 -4.372519 -5.417543 0.0 0.0 0.1
C 0.305676 -4.459939 -3.969400 0.0 0.0 0.0
F -0.522147 -4.429287 -5.014726 0.0 0.0 0.0
C -0.192121 -4.516971 -2.677872 0.0 0.0 0.0
F -1.518668 -4.528063 -2.565185 -0.1 0.0 0.1
C -1.507603 -4.978535 1.206062 0.0 0.2 0.1
C -1.393097 -5.255928 2.565251 0.0 0.0 0.1
F -0.192952 -5.180094 3.167739 0.0 0.0 -0.1
C -2.458411 -5.619603 3.366400 0.0 0.0 0.0
F -2.287978 -5.878778 4.663617 0.0 0.0 0.0
C -3.715995 -5.722024 2.802630 -0.1 0.0 0.1
F -4.753016 -6.114020 3.539310 0.1 0.1 0.0
C -3.886399 -5.411184 1.469119 -0.1 0.0 0.0
F -5.102251 -5.491397 0.923564 0.0 0.1 0.0
C -2.798411 -5.024061 0.704461 0.0 0.0 0.0
F -3.068095 -4.704352 -0.561606 0.1 0.0 -0.1

3.
75
Properties=species:S:1:pos:R:3:forces:R:3 method="wB97M-V/def2-TZVPD" e_above_lowest_kcal_mol=0.7 homo_energy_ev=-2.07 total_charge=-2 homo_lumo_gap_ev=5.698 lumo_ev=3.63
Bi 2.247045 -1.457950 3.030191 -0.1 -0.1 0.1
O -1.612600 0.672400 3.726714 0.1 0.0 0.0
C -0.441415 0.301736 3.652371 -0.1 0.0 -0.1
O 0.030386 -0.869443 3.811306 -0.1 0.0 0.0
C 0.609900 1.361351 3.314903 -0.1 0.0 0.0
C 0.332524 2.714033 3.204919 0.0 0.0 0.0
C 1.358462 3.573181 2.840710 0.0 0.0 0.0
C 2.631514 3.071761 2.605737 0.0 0.0 0.0
C 2.830506 1.710324 2.755190 0.0 0.1 0.0
N 1.835051 0.911602 3.103250 0.0 0.0 0.0
C 4.166784 1.018789 2.523860 0.1 0.0 -0.1
O 5.138891 1.700351 2.227144 -0.1 0.0 0.1
O 4.135759 -0.262156 2.634968 0.1 0.0 0.0
H -0.676771 3.050638 3.394038 0.0 0.0 0.0
H 1.165479 4.633799 2.727986 0.0 0.0 0.0
H 3.463687 3.695319 2.313612 0.0 0.0 0.0
Se 3.633623 -4.150220 2.909281 0.0 0.0 -0.1
Te 4.352547 -4.708510 5.235184 0.0 0.0 0.1
Te 4.974416 -2.182435 5.937026 0.0 0.0 0.0
Se 2.653212 -1.269746 5.705526 -0.1 0.0 -0.1
C 1.081432 -3.882287 -0.970585 0.0 0.1 0.0
N 1.921755 -2.916237 -1.651985 0.0 0.0 0.1
C 2.395667 -3.322296 -2.955153 0.0 0.0 0.0
C 2.666428 -2.079035 -0.840279 -0.2 -0.1 0.0
O 2.757298 -2.291949 0.365243 0.1 0.1 -0.1
N 3.287233 -1.031400 -1.470849 0.0 0.0 0.0
C 4.098799 -0.153403 -0.648070 0.1 0.0 0.0
C 2.665970 -0.368392 -2.604867 -0.1 0.0 0.0
H 0.321982 -4.235107 -1.671938 0.0 0.0 0.0
H 0.588648 -3.400464 -0.130613 0.0 0.0 0.0
H 1.653729 -4.738405 -0.596365 0.0 0.0 0.0
H 2.762945 -4.355906 -2.924880 0.0 0.0 0.0
H 3.213408 -2.684545 -3.278033 0.0 -0.1 0.0
H 1.593609 -3.266514 -3.698702 0.0 0.0 0.0
H 4.569853 -0.711095 0.156333 0.0 0.0 0.0
H 3.485133 0.638352 -0.207924 0.0 0.0 0.0
H 4.863335 0.311643 -1.274329 0.0 0.0 0.0
H 1.796040 -0.929298 -2.938476 0.1 0.1 0.0
H 3.375641 -0.259858 -3.432420 0.0 0.0 0.0
H 2.317219 0.621923 -2.298422 0.0 0.0 0.0
F -0.573701 3.396244 -0.649950 0.1 0.1 -0.1
C -1.573562 3.306974 0.236017 -0.1 -0.1 0.1
C -2.202491 2.091569 0.441361 -0.1 0.0 0.0
C -3.220096 2.079985 1.379575 0.1 0.1 0.0
F -3.896592 0.961517 1.642320 -0.1 -0.1 0.0
C -3.606709 3.215799 2.074711 0.1 0.0 -0.1
F -4.599982 3.173310 2.965177 -0.1 0.0 0.1
C -2.963274 4.412845 1.826873 0.1 -0.2 -0.1
F -3.323694 5.517418 2.481589 -0.1 0.2 0.1
C -1.938653 4.462737 0.898454 0.0 -0.1 0.0
F -1.309103 5.624123 0.669719 0.0 0.1 0.0
Ge -1.470105 0.477609 -0.469681 0.0 0.0 0.1
S 0.493283 0.042462 0.101491 0.0 0.1 0.0
C -1.673988 0.773665 -2.455665 0.0 0.0 0.0
C -1.161037 -0.208126 -3.288757 0.1 0.1 0.0
F -0.600552 -1.307572 -2.764182 -0.1 0.0 -0.1
C -1.184172 -0.118849 -4.670183 -0.1 0.1 0.1
F -0.664506 -1.085261 -5.434886 0.1 -0.1 -0.1
C -1.759583 0.989025 -5.264140 0.0 0.0 0.2
F -1.800122 1.094689 -6.592354 0.0 0.0 -0.2
C -2.305014 1.979946 -4.470925 0.1 -0.1 0.1
F -2.883099 3.041315 -5.047032 0.0 0.1 0.0
C -2.256333 1.854357 -3.091376 0.0 -0.1 0.0
F -2.847543 2.829067 -2.387524 0.0 0.1 0.0
C -2.873238 -0.937549 -0.287023 0.0 0.1 -0.1
C -4.136700 -0.704156 -0.799423 0.0 0.0 0.0
F -4.422578 0.495094 -1.343477 -0.1 0.0 0.0
C -5.150912 -1.641507 -0.781219 0.1 0.0 0.1
F -6.359860 -1.370253 -1.289362 -0.1 0.0 0.0
C -4.901735 -2.881053 -0.220179 0.2 0.1 0.0
F -5.860960 -3.807405 -0.195868 -0.1 -0.1 0.0
C -3.654973 -3.156036 0.307045 0.0 0.1 0.0
F -3.419183 -4.356899 0.841611 0.0 -0.1 0.0
C -2.660722 -2.186589 0.268634 0.0 0.0 0.0
F -1.483637 -2.519049 0.787030 0.0 0.0 0.1

4.
57
Properties=species:S:1:pos:R:3:forces:R:3 method="wB97M-V/def2-TZVPD" homo_energy_ev=-4.32 total_charge=-1 homo_lumo_gap_ev=4.531 lumo_ev=0.21
O 0.671978 5.936050 0.750452 4.9 1.1 4.1
C 1.727317 6.396187 1.449600 -1.9 4.3 -5.4
O 2.245956 7.756342 1.085642 -1.9 -7.1 3.0
C 2.367866 5.453593 2.629314 -1.3 0.4 -0.4
Br 4.248120 4.820745 2.217674 -1.6 -1.8 -1.2
N 2.489202 6.213685 3.965002 0.3 -1.0 -1.6
Br 4.172432 7.099177 3.782774 -1.0 2.5 2.0
H 1.702286 4.492657 2.706440 1.4 1.9 0.1
H 1.710821 6.908022 4.002777 1.1 -0.3 -0.4
C 6.282660 -0.561067 3.454751 -0.3 -0.2 -0.1
C 5.767724 0.712318 3.696282 -0.4 -0.1 -0.1
C 4.398627 0.948835 3.562487 0.3 0.0 0.1
C 3.542648 -0.088846 3.173910 0.6 0.2 0.1
C 4.060967 -1.355771 2.908623 0.5 0.2 0.1
C 5.432865 -1.595567 3.060609 0.2 0.2 0.1
C 3.174688 -2.445003 2.450192 0.6 -1.1 -0.2
O 3.628652 -3.559147 2.220360 -0.2 0.5 0.1
C 1.735967 -2.169925 2.264468 -0.6 -0.2 -0.2
C 0.894300 -3.177341 1.775027 -0.4 0.0 -0.1
C -0.470037 -2.929642 1.609049 0.4 0.1 0.1
C -0.998075 -1.681837 1.939245 0.3 0.2 0.1
C -0.160999 -0.674680 2.421719 -0.2 -0.2 -0.1
C 1.210577 -0.916620 2.575273 -0.6 -0.3 -0.2
C 2.093458 0.166109 3.052320 -0.6 1.6 0.4
O 1.630941 1.264498 3.338352 0.3 -0.9 -0.2
H 7.348339 -0.747733 3.567926 -0.2 0.0 0.0
H 6.431904 1.521697 3.991157 -0.2 -0.1 -0.1
H 4.003001 1.944199 3.757749 0.0 -0.3 -0.1
H 5.842726 -2.585582 2.868455 -0.3 0.2 0.0
H 1.298029 -4.155336 1.517858 0.1 0.3 0.1
H -1.120872 -3.711663 1.223912 0.1 0.1 0.1
H -2.062023 -1.490881 1.816908 0.2 0.0 0.0
H -0.579559 0.298537 2.672790 0.3 -0.2 0.0
C -4.216371 -4.839713 -3.193722 0.0 0.3 -0.2
C -3.970871 -4.456940 -1.875305 0.1 0.4 0.0
C -3.694455 -3.121988 -1.575692 -0.1 -0.4 -0.1
C -3.651339 -2.168105 -2.599762 -0.1 -0.7 0.1
C -3.872527 -2.555252 -3.920869 -0.1 -0.6 0.2
C -4.167246 -3.892389 -4.217368 0.0 -0.2 0.3
C -3.780596 -1.566854 -5.014804 -0.2 -0.2 -1.4
O -3.978258 -1.905426 -6.175202 0.1 0.1 0.6
C -3.438628 -0.167421 -4.691194 0.1 0.5 -0.2
C -3.291285 0.767645 -5.724048 0.1 0.3 0.1
C -2.981090 2.096240 -5.425833 -0.1 -0.4 0.0
C -2.826825 2.495966 -4.098696 -0.1 -0.3 0.2
C -2.967511 1.565393 -3.068121 0.0 0.2 -0.2
C -3.264431 0.228822 -3.366033 0.1 0.6 -0.2
C -3.375880 -0.755254 -2.271260 0.2 0.6 1.5
O -3.235876 -0.405739 -1.104885 -0.1 -0.3 -0.7
H -4.440874 -5.878417 -3.426132 0.0 0.2 0.0
H -3.996645 -5.197619 -1.079120 0.0 0.1 -0.1
H -3.508946 -2.829540 -0.543482 0.0 0.1 -0.3
H -4.354503 -4.199507 -5.244818 0.1 0.3 0.2
H -3.413211 0.464451 -6.762707 0.0 -0.1 0.3
H -2.861974 2.819518 -6.229670 0.0 -0.2 0.1
H -2.592336 3.532372 -3.865687 0.0 -0.2 0.0
H -2.840810 1.883748 -2.034689 0.0 -0.2 -0.2

5.
62
Properties=species:S:1:pos:R:3:forces:R:3 method="wB97M-V/def2-TZVPD" e_above_lowest_kcal_mol=57.0 homo_energy_ev="-10.83 / -10.83" multiplicity=2 s_squared=0.756 total_charge=+1 homo_lumo_gap_ev="6.253 / 4.942" lumo_ev="-4.58 / -5.89"
Ir 0.523308 0.268031 -0.372683 -0.5 0.1 0.4
O -3.846333 4.197440 -3.974142 -0.1 0.0 -0.2
C -3.707883 4.003056 -2.787896 0.1 0.3 0.4
O -4.498939 4.683807 -2.010828 0.1 -0.2 -0.2
C -2.685074 3.102866 -2.170489 0.0 -0.1 0.0
C -1.835805 2.416315 -3.040173 -0.1 0.0 0.0
C -0.890077 1.586882 -2.485994 0.1 -0.1 0.0
N -0.826328 1.471837 -1.146608 0.1 0.0 0.0
C -1.614581 2.121877 -0.280148 0.1 0.0 0.1
C -2.584835 2.977566 -0.797920 -0.1 0.1 -0.1
C -1.292243 1.838940 1.128902 -0.1 -0.1 -0.1
C -1.944861 2.423818 2.150891 0.0 0.0 0.1
C -1.517934 2.142913 3.503557 -0.1 0.1 -0.1
C -0.538617 1.267478 3.730018 0.1 0.0 0.0
C 0.122891 0.505785 2.629379 -0.1 0.0 0.1
N -0.213812 0.971525 1.313320 0.5 0.4 -0.2
C 0.132945 0.780410 -3.202826 -0.1 0.0 0.0
C 0.225744 0.729456 -4.580766 0.0 0.0 0.0
C 1.214776 -0.049547 -5.164153 0.0 0.0 0.0
C 2.085961 -0.755200 -4.354303 0.0 0.0 0.0
C 1.942536 -0.661704 -2.980668 0.0 0.0 0.0
N 0.993643 0.084522 -2.416845 0.1 0.1 0.0
H -1.946325 2.561050 -4.105459 0.0 0.0 0.0
H -3.253434 3.539093 -0.160343 0.0 0.0 0.1
H -2.755922 3.111054 1.962101 0.0 0.0 0.0
H -2.001137 2.650535 4.326905 0.0 0.0 0.0
H -0.205459 1.030876 4.732134 0.0 0.0 0.0
H 1.203973 0.486718 2.754282 0.0 -0.1 0.0
H -0.466404 1.289173 -5.192871 0.0 0.0 0.0
H 1.299346 -0.101058 -6.240899 0.0 0.0 0.0
H 2.869823 -1.371501 -4.769818 0.0 0.0 0.0
H 2.601446 -1.183494 -2.298982 0.0 0.0 0.0
O -0.601933 -1.290953 -0.767411 0.1 -0.1 -0.3
C -0.195901 -2.471638 -0.568035 -0.1 0.0 0.1
C 1.002338 -2.930264 0.000919 0.0 0.0 -0.1
C 1.083065 -4.339435 0.178521 0.0 0.0 0.0
C 2.130411 -4.869925 0.850508 0.1 -0.1 -0.1
C 3.169721 -4.061658 1.362782 0.0 0.0 0.0
C 3.128636 -2.712211 1.200198 0.0 0.0 0.0
C 2.036198 -2.088588 0.534269 0.0 0.0 0.1
O 2.018406 -0.806432 0.473606 0.1 -0.1 -0.1
N 2.152615 -6.314985 1.109812 -0.2 0.1 0.3
O 1.244423 -6.978647 0.654129 0.1 -0.1 -0.1
O 3.037629 -6.733817 1.825200 0.1 0.0 -0.1
H -0.936941 -3.221034 -0.856616 0.0 -0.1 0.0
H 0.293246 -4.984184 -0.184909 0.0 0.0 0.0
H 3.981591 -4.537186 1.894970 0.0 0.0 0.0
H 3.898154 -2.069959 1.604349 0.0 0.0 0.0
Br -2.702726 -5.322985 1.067697 0.0 0.0 0.0
C -1.349238 -4.842785 2.301165 0.0 0.0 0.0
C -0.651527 -5.830524 2.979942 0.0 0.0 0.0
C 0.379142 -5.462087 3.833920 0.0 0.0 0.0
C 0.725536 -4.127155 3.980632 0.0 0.0 0.0
C 0.016173 -3.150178 3.290677 0.0 0.0 0.0
C -1.044468 -3.504471 2.464541 0.0 0.0 0.0
C 0.469314 -1.732966 3.404156 0.0 -0.1 0.1
O 1.445181 -1.383950 4.015955 0.0 0.0 0.0
O -0.324636 -0.887378 2.716428 0.0 0.0 -0.2
H -0.902612 -6.872102 2.834375 0.0 0.0 0.0
H 0.925155 -6.226808 4.370287 0.0 0.0 0.0
H 1.545643 -3.827354 4.618931 0.0 0.0 0.0
H -1.607684 -2.744362 1.941928 0.0 0.0 0.0

6.
64
Properties=species:S:1:pos:R:3:forces:R:3 method="wB97M-V/def2-TZVPD" e_above_lowest_kcal_mol=15.2 homo_energy_ev="-4.28 / -4.24" multiplicity=4 s_squared=3.772 total_charge=-1 homo_lumo_gap_ev="6.478 / 5.893" lumo_ev="2.20 / 1.65"
Re 0.273427 0.172215 -1.160227 -1.1 -0.1 -0.1
C -4.511157 3.076395 2.120288 0.0 0.0 0.0
C -3.284191 2.232066 1.891870 0.0 0.0 0.1
C -3.303510 0.851743 2.093748 0.0 0.0 0.0
C -2.203897 0.071275 1.794635 -0.1 -0.1 0.0
C -1.036183 0.642670 1.294085 0.2 -0.1 0.1
N 0.045251 -0.142739 0.853849 0.2 -0.1 0.1
C 0.696464 -0.982965 1.733049 -0.2 0.3 -0.1
C 0.396927 -0.958690 3.107144 0.0 0.0 0.1
C 0.910016 -1.875921 3.997056 0.0 0.1 0.0
C 1.779170 -2.874254 3.570379 0.0 -0.1 0.1
C 2.273090 -3.955469 4.498898 0.0 0.1 0.0
C 2.178234 -2.830927 2.250314 0.1 -0.1 0.0
C 1.701799 -1.883987 1.349168 0.2 0.0 -0.2
N 2.306203 -1.873947 0.044943 -0.1 0.0 0.0
C 3.374534 -2.592442 -0.355648 0.1 -0.1 0.1
C 3.682611 -2.254585 -1.648287 0.0 0.1 -0.1
C 2.734415 -1.305079 -2.006125 0.1 0.0 0.0
N 1.917995 -1.070594 -0.973498 0.3 0.0 0.0
C -1.010290 2.025629 1.123387 0.1 0.2 -0.1
C -2.121189 2.805265 1.406396 0.0 0.1 0.0
N 0.158057 2.678570 0.598021 0.0 -0.2 0.1
C 0.563144 3.942313 0.826053 0.0 0.0 0.0
C 1.685849 4.173421 0.065770 0.1 0.0 0.0
C 1.906578 2.971437 -0.616207 0.0 0.0 0.1
N 0.988350 2.077046 -0.278969 0.1 0.3 -0.3
H -5.249936 2.540316 2.716447 0.0 0.0 0.0
H -4.266298 4.007719 2.635048 0.0 0.0 0.0
H -4.976945 3.338715 1.167267 0.0 0.0 0.0
H -4.210367 0.377995 2.452972 0.0 0.0 0.0
H -2.231273 -1.006312 1.913039 0.0 0.0 0.0
H -0.287703 -0.200400 3.461891 0.0 -0.1 0.0
H 0.614689 -1.823902 5.039756 0.0 0.0 0.0
H 1.512422 -4.205333 5.239646 0.0 0.0 0.0
H 2.507279 -4.864768 3.944264 0.0 0.0 0.0
H 3.174027 -3.649588 5.038202 0.0 0.0 0.0
H 2.872296 -3.588309 1.912665 -0.1 0.0 0.0
H 3.855626 -3.299237 0.292658 0.0 0.0 0.0
H 4.452585 -2.677054 -2.267797 0.0 0.0 0.0
H 2.569090 -0.787238 -2.937266 0.0 0.0 0.0
H -2.095403 3.870494 1.204871 0.0 0.0 0.0
H 0.036864 4.577749 1.517038 0.0 0.0 0.0
H 2.263702 5.079469 0.012295 0.0 0.0 0.0
H 2.673785 2.705854 -1.326322 -0.1 0.0 0.0
S -1.247619 -1.529389 -1.809456 0.3 0.1 -0.1
C -0.544697 -2.997514 -1.128230 -0.2 -0.1 0.5
C -0.987666 -3.322192 0.196189 0.1 0.1 -0.1
N -1.351636 -3.527030 1.274874 0.0 0.0 -0.1
C 0.326348 -3.823212 -1.805520 0.2 -0.1 0.0
S 0.915273 -3.660407 -3.383678 0.0 0.0 0.1
C 0.839615 -4.963962 -1.051744 -0.2 0.1 -0.1
N 1.250843 -5.868289 -0.468705 0.1 0.1 0.0
Cl -1.038969 2.963557 -7.272003 0.0 0.0 0.1
C -1.132378 2.522907 -5.601152 0.1 0.0 0.0
C -2.223037 2.905652 -4.833771 0.0 0.0 0.1
Cl -3.502668 3.841081 -5.529097 0.1 0.0 0.0
C -2.285479 2.533804 -3.485292 -0.3 0.2 0.0
Cl -3.603375 3.015765 -2.468109 0.1 0.0 -0.1
C -1.277810 1.778091 -2.918922 -0.1 0.0 0.5
O -1.266129 1.416133 -1.632364 0.1 -0.2 -0.3
C -0.170816 1.400926 -3.690387 0.5 -0.3 0.2
O 0.782171 0.715300 -3.052987 -0.1 0.2 -0.1
C -0.098393 1.777351 -5.018044 0.0 0.0 -0.2
Cl 1.300274 1.306788 -5.918363 -0.1 0.0 0.0